{"formula": "C23H30N7O5RuS2", "method": "wB97M-V/def2-TZVPD", "multiplicity": 2, "s2": 0.769, "orbital_gap_ev": [5.52, 6.77], "molar_mass_g_mol": 649.741, "symbols": ["Ru", "C", "O", "C", "C", "O", "C", "C", "O", "C", "H", "H", "H", "H", "H", "H", "H", "H", "H", "H", "H", "H", "H", "H", "C", "H", "H", "O", "S", "O", "N", "C", "S", "C", "C", "C", "C", "C", "C", "H", "H", "H", "H", "N", "C", "N", "N", "C", "N", "H", "H", "H", "H", "N", "C", "N", "C", "C", "C", "C", "C", "C", "H", "H", "H", "H", "H", "H"], "coordinates": [[0.154582, 0.558245, 0.015672], [3.526664, 1.490742, 0.520386], [2.731521, 0.327386, 0.392536], [3.356657, -0.698314, -0.358060], [2.271367, -1.596429, -0.937849], [1.140860, -1.699012, -0.092965], [1.237150, -2.480541, 1.086827], [1.341468, -1.533920, 2.271865], [0.261190, -0.595252, 2.307776], [-0.905971, -1.244921, 2.824669], [3.716282, 1.938769, -0.459178], [2.971531, 2.193767, 1.135813], [4.480135, 1.257297, 1.005025], [3.943119, -0.282902, -1.184167], [4.039261, -1.252048, 0.299837], [1.875745, -1.160710, -1.852647], [2.673556, -2.584914, -1.176424], [0.329569, -3.086239, 1.146707], [2.095081, -3.157304, 1.045992], [1.355411, -2.091342, 3.213875], [2.246030, -0.941401, 2.191020], [-0.642591, -1.795419, 3.731430], [-1.618610, -0.476827, 3.077965], [-1.350038, -1.928698, 2.100681], [-1.816507, 0.962445, 0.329487], [-2.329817, 0.319889, 1.027891], [-2.103671, 2.009947, 0.442829], [0.369295, -3.838341, -1.927116], [-0.911890, -3.215839, -2.178017], [-1.529533, -3.546246, -3.448182], [-0.867808, -1.603653, -2.021749], [-1.937428, -1.188316, -1.285374], [-2.392383, 0.497269, -1.320238], [-2.652441, -2.223960, -0.605775], [-3.725808, -2.175984, 0.299730], [-4.095546, -3.335216, 0.954739], [-3.426752, -4.552161, 0.740379], [-2.405802, -4.627246, -0.198980], [-2.055717, -3.472377, -0.872685], [-4.243950, -1.240947, 0.478958], [-4.915293, -3.304257, 1.662754], [-3.728529, -5.437942, 1.283775], [-1.898430, -5.562504, -0.402316], [-0.127228, 0.915402, -6.379140], [-0.001869, 0.598658, -5.076335], [-0.333197, -0.621598, -4.678830], [0.477789, 1.555631, -4.294310], [0.704142, 1.396179, -3.024819], [1.034288, 1.442070, -1.903687], [-0.474261, 0.253017, -7.046081], [0.189093, 1.816853, -6.683617], [-0.768041, -1.282071, -5.302447], [-0.412429, -0.858587, -3.675303], [-0.168112, 4.737323, 0.365168], [-0.054823, 3.518939, -0.226456], [0.319555, 2.595361, 0.615488], [0.447854, 3.225280, 1.844229], [0.800913, 2.693911, 3.083282], [0.865610, 3.564387, 4.151360], [0.571385, 4.931976, 3.999423], [0.205202, 5.462875, 2.778284], [0.144690, 4.577171, 1.706060], [-0.476110, 5.579170, -0.086690], [-0.248662, 3.351396, -1.272595], [1.000793, 1.633898, 3.182052], [1.138518, 3.192045, 5.130357], [0.640734, 5.584534, 4.859549], [-0.037796, 6.511610, 2.668164]], "forces_ev_per_a": [[1.18, 1.40, 2.54], [-0.03, -0.06, -0.04], [0.11, 0.14, -0.41], [-0.02, -0.10, 0.20], [-0.04, -0.12, -0.05], [-0.11, -0.13, -0.08], [-0.08, 0.39, -0.02], [0.26, -0.02, -0.02], [-0.15, -0.28, -0.39], [0.02, 0.13, -0.06], [0.00, 0.01, -0.01], [0.00, 0.02, 0.01], [0.02, 0.00, 0.00], [0.03, 0.03, 0.01], [0.04, -0.02, -0.01], [0.00, -0.02, -0.03], [-0.06, -0.02, 0.02], [0.03, -0.03, -0.09], [0.02, 0.03, 0.03], [0.03, -0.03, -0.01], [0.06, 0.04, 0.02], [-0.01, 0.02, 0.00], [-0.24, 0.24, 0.00], [-0.03, 0.00, -0.09], [0.44, -0.38, -1.72], [-0.14, -0.09, 0.56], [-0.03, 0.02, 0.28], [0.02, 0.02, 0.01], [-0.01, -0.01, -0.01], [0.11, -0.15, -0.04], [0.02, 0.18, -0.40], [-0.10, -0.07, -0.23], [-0.82, 0.03, -0.20], [0.29, 0.07, 0.03], [-0.03, -0.01, 0.04], [0.06, 0.00, 0.00], [-0.07, 0.03, -0.01], [-0.01, 0.09, -0.10], [-0.08, -0.18, 0.17], [0.02, -0.02, 0.01], [0.00, 0.00, -0.01], [0.00, 0.02, 0.01], [-0.02, 0.01, -0.03], [-0.02, 0.00, -0.06], [0.03, -0.25, 0.06], [-0.03, 0.03, 0.20], [-0.09, 0.16, 0.27], [0.38, 0.19, -0.24], [-0.83, -0.67, -0.10], [0.01, 0.02, -0.02], [-0.01, 0.00, 0.01], [0.02, 0.02, -0.02], [-0.09, -0.08, 0.15], [0.02, -0.04, 0.13], [0.04, 0.37, 0.09], [-0.13, -0.74, -0.35], [0.04, -0.34, 0.17], [0.03, -0.05, 0.02], [-0.05, 0.08, -0.02], [0.06, -0.04, -0.03], [-0.06, -0.03, 0.02], [0.02, 0.18, -0.17], [0.04, 0.00, -0.02], [-0.06, 0.00, 0.05], [0.00, 0.02, -0.01], [0.00, 0.01, -0.02], [-0.03, -0.01, 0.01], [0.04, 0.00, 0.00]]}

{"formula": "C23H30NNaO7S", "method": "wB97M-V/def2-TZVPD", "multiplicity": 1, "charge": -2, "orbital_gap_ev": 2.77, "molar_mass_g_mol": 487.550, "symbols": ["Na", "C", "C", "O", "C", "C", "O", "C", "C", "O", "C", "C", "O", "C", "C", "O", "H", "H", "H", "H", "H", "H", "H", "H", "H", "H", "H", "H", "H", "H", "H", "H", "H", "H", "H", "H", "O", "C", "O", "C", "C", "C", "C", "S", "C", "C", "H", "H", "H", "H", "H", "N", "C", "C", "C", "C", "C", "C", "H", "H", "H", "H", "H"], "coordinates": [[-0.937706, -1.124943, -0.879731], [1.547433, -1.953724, -1.543152], [1.102034, -3.224697, -0.804509], [-0.044279, -3.056646, 0.017874], [0.247379, -2.687142, 1.361945], [-0.985168, -2.080602, 1.996477], [-1.269878, -0.901350, 1.288055], [-2.241626, -0.019672, 1.799922], [-3.500521, -0.063558, 0.942726], [-3.280374, 0.145566, -0.433821], [-2.969949, 1.471598, -0.845479], [-1.570374, 1.572623, -1.416739], [-0.671910, 1.368060, -0.334129], [0.709149, 1.494058, -0.611702], [1.309771, 0.397327, -1.471848], [1.320933, -0.818143, -0.726128], [0.960856, -1.837534, -2.467391], [2.619539, -2.045898, -1.776216], [1.908169, -3.645421, -0.189923], [0.823662, -3.957498, -1.564302], [1.053228, -1.950959, 1.401417], [0.536734, -3.577472, 1.937873], [-0.755440, -1.849988, 3.043815], [-1.831390, -2.781906, 1.952916], [-1.800566, 0.977848, 1.785712], [-2.499979, -0.268738, 2.835924], [-4.226033, 0.663335, 1.340608], [-3.949411, -1.058301, 1.005970], [-3.089410, 2.165175, -0.003139], [-3.683009, 1.742554, -1.630141], [-1.429661, 2.574967, -1.851502], [-1.442257, 0.809510, -2.208963], [1.193454, 1.492406, 0.368042], [0.904442, 2.458147, -1.105254], [2.346666, 0.687836, -1.701878], [0.740455, 0.242310, -2.403100], [5.649930, 5.440672, 4.029532], [4.448395, 5.204651, 4.660152], [3.997102, 6.108192, 5.326886], [3.769770, 3.964177, 4.337340], [4.229526, 3.023346, 3.395074], [3.552916, 1.852506, 3.156333], [2.356907, 1.524844, 3.839161], [1.532640, 0.051864, 3.557445], [1.889661, 2.492019, 4.764055], [2.567642, 3.660258, 5.001745], [5.880529, 4.651896, 3.527951], [5.126799, 3.199696, 2.805848], [3.925147, 1.148401, 2.423047], [0.970034, 2.278744, 5.294205], [2.190103, 4.377293, 5.720088], [-0.984154, -1.026081, -3.074064], [-1.668283, -1.722902, -3.926601], [-1.622766, -1.519838, -5.382454], [-2.335282, -2.276700, -6.280753], [-3.185908, -3.321641, -5.879217], [-3.279824, -3.560537, -4.499567], [-2.579870, -2.820782, -3.574457], [-0.975095, -0.719715, -5.733567], [-2.234921, -2.054537, -7.344265], [-3.744249, -3.910784, -6.599143], [-3.931646, -4.359040, -4.141941], [-2.690076, -3.045116, -2.513059]], "forces_ev_per_a": [[-0.70, 0.06, -0.24], [0.03, -0.10, -0.13], [0.16, -0.13, 0.09], [-0.13, 0.03, 0.08], [0.04, -0.04, 0.13], [0.10, -0.09, 0.11], [-0.01, 0.04, 0.11], [-0.08, 0.07, -0.03], [-0.04, 0.00, 0.07], [0.17, -0.11, 0.10], [0.05, 0.11, -0.05], [-0.13, 0.03, -0.07], [0.01, -0.11, 0.08], [0.13, 0.04, -0.03], [0.07, 0.12, -0.02], [0.16, 0.04, 0.19], [-0.04, -0.02, 0.02], [-0.02, -0.01, -0.04], [0.03, 0.06, -0.03], [0.06, -0.02, 0.03], [-0.01, 0.00, 0.01], [0.05, 0.01, -0.03], [0.00, -0.02, -0.01], [0.01, -0.01, -0.01], [0.01, -0.01, 0.02], [0.02, -0.01, 0.00], [0.01, 0.00, 0.00], [-0.01, 0.01, 0.01], [0.00, 0.00, 0.00], [0.01, 0.01, 0.01], [0.01, 0.01, 0.06], [0.06, 0.02, -0.10], [0.01, 0.01, -0.01], [-0.01, -0.01, 0.00], [-0.03, 0.02, -0.06], [-0.01, -0.01, -0.01], [-0.02, -0.21, 0.26], [-0.10, 1.05, -0.75], [0.14, -0.24, 0.35], [-0.18, -0.67, 0.06], [-0.01, 0.13, 0.17], [0.06, 0.02, -0.08], [-0.13, -0.18, 0.03], [-0.03, 0.01, 0.04], [-0.02, 0.02, 0.02], [0.17, 0.07, -0.02], [0.08, -0.01, -0.02], [0.01, -0.01, 0.01], [-0.01, 0.00, 0.00], [0.00, 0.00, -0.01], [0.01, 0.01, 0.00], [0.01, -0.03, -0.19], [0.28, 0.27, 0.12], [-0.07, -0.06, -0.13], [0.03, 0.04, 0.01], [-0.10, -0.10, -0.11], [0.00, 0.00, 0.03], [-0.09, -0.12, -0.02], [0.01, 0.01, 0.02], [-0.01, -0.01, 0.00], [0.00, 0.00, 0.01], [0.00, 0.00, -0.02], [0.01, 0.02, -0.01]]}